Entry 1:
{"formula": "C47H51BrF12N2O6P2SSnTe", "method": "the ωB97M-V functional and the def2-TZVPD basis", "symbols": ["Te", "Sn", "Br", "S", "P", "P", "F", "F", "F", "F", "F", "F", "F", "F", "F", "F", "F", "F", "O", "O", "O", "O", "O", "O", "N", "N", "C", "C", "C", "C", "C", "C", "C", "C", "C", "C", "C", "C", "C", "C", "C", "C", "C", "C", "C", "C", "C", "C", "C", "C", "C", "C", "C", "C", "C", "C", "C", "C", "C", "C", "C", "C", "C", "C", "C", "C", "C", "C", "C", "C", "C", "C", "C", "H", "H", "H", "H", "H", "H", "H", "H", "H", "H", "H", "H", "H", "H", "H", "H", "H", "H", "H", "H", "H", "H", "H", "H", "H", "H", "H", "H", "H", "H", "H", "H", "H", "H", "H", "H", "H", "H", "H", "H", "H", "H", "H", "H", "H", "H", "H", "H", "H", "H", "H"], "positions_angstrom": [[2.16, -4.52, 3.96], [0.48, 0.53, 1.31], [-3.26, -0.07, 2.19], [-2.63, -0.40, -1.90], [1.87, -0.74, -1.61], [1.71, -3.58, 1.86], [0.81, 3.55, 3.60], [5.41, 2.50, 3.10], [-2.14, 3.74, 4.03], [-3.33, 3.16, 2.33], [-2.64, 5.19, 2.51], [3.65, 3.75, 3.02], [1.15, 4.68, 1.78], [3.79, -0.48, 0.83], [5.58, 0.37, 1.68], [3.70, 2.02, 4.32], [4.09, -0.48, 2.98], [-0.23, 5.40, 3.22], [1.14, -2.23, 1.66], [-0.92, 2.08, 2.26], [0.67, -4.56, 1.01], [-1.36, -0.04, -1.25], [3.03, -3.67, 0.86], [2.19, 1.22, 2.43], [1.09, 2.47, 0.21], [-0.89, -0.52, 3.54], [-0.24, 3.02, -1.75], [-3.69, 0.25, -6.77], [0.77, -5.96, 1.02], [-0.11, -0.97, 4.52], [0.93, -2.31, -1.77], [-0.97, 3.41, 1.96], [5.38, -3.52, 1.40], [-2.81, -1.32, 4.69], [3.40, 1.59, 1.96], [3.52, -1.47, -2.03], [-2.18, -0.69, 3.62], [-2.26, 3.89, 2.70], [4.77, 2.76, 0.22], [-5.16, -2.66, 0.23], [-0.03, 3.06, -0.37], [-2.14, -1.10, -3.58], [-1.05, 3.62, 0.44], [6.42, 3.95, -1.27], [1.53, -0.01, -3.29], [-3.36, -0.61, -5.73], [-0.59, -6.55, 0.69], [-2.08, 1.14, -4.70], [-2.37, 4.13, -1.55], [-3.21, 1.55, -6.78], [-1.99, -1.81, 5.70], [-3.61, 4.73, -2.15], [0.22, 4.24, 2.63], [-4.65, -2.04, -0.91], [-5.54, -1.45, -1.80], [-2.41, 1.99, -5.74], [2.35, 2.86, -0.08], [4.04, 2.47, 3.10], [2.62, 3.85, -1.07], [-3.17, -2.03, -1.17], [4.23, 0.26, 1.86], [-2.18, 4.15, -0.17], [-7.40, -2.05, -0.40], [-6.91, -1.45, -1.55], [5.01, 3.61, -0.85], [3.49, 2.38, 0.64], [-2.54, -0.18, -4.69], [-1.39, 3.53, -2.33], [0.30, -2.18, 6.69], [4.20, -4.43, 1.11], [-6.53, -2.67, 0.48], [3.90, 4.20, -1.45], [-0.62, -1.64, 5.63], [5.18, -2.94, 2.30], [0.95, -0.77, 4.40], [-8.46, -2.04, -0.19], [-2.43, -2.32, 6.55], [7.08, 3.09, -1.14], [-1.06, -1.20, -3.51], [4.04, -5.10, 1.96], [0.95, -1.39, 7.08], [6.45, 4.25, -2.32], [1.03, -2.77, -2.76], [-3.76, 5.75, -1.79], [-3.88, -1.41, 4.72], [-4.48, -3.12, 0.93], [-3.54, 4.76, -3.24], [1.61, -0.74, -4.09], [-0.54, -7.64, 0.70], [-7.58, -0.96, -2.24], [5.63, 2.40, 0.76], [3.49, -2.01, -2.98], [0.53, 0.43, -3.28], [-2.60, -2.08, -3.72], [-2.95, 4.61, 0.42], [4.27, -0.67, -2.09], [-1.47, 1.48, -3.88], [-2.58, -2.15, -0.26], [6.28, -4.12, 1.56], [-4.32, -0.11, -7.58], [-0.25, -2.63, 7.51], [-0.12, -2.14, -1.53], [0.95, -2.94, 6.25], [-2.04, 3.01, -5.73], [5.55, -2.83, 0.58], [1.11, -6.31, 2.01], [2.25, 0.79, -3.45], [-3.73, -1.63, -5.73], [-5.17, -0.96, -2.69], [3.80, -2.14, -1.23], [-1.32, -6.21, 1.42], [-1.54, 3.46, -3.41], [6.83, 4.77, -0.67], [4.40, -5.04, 0.22], [-6.91, -3.16, 1.37], [-0.91, -6.22, -0.30], [-4.50, 4.15, -1.89], [0.51, 2.56, -2.37], [1.32, -2.99, -1.02], [4.04, 4.95, -2.22], [1.79, 4.35, -1.53], [1.51, -6.30, 0.28], [-3.48, 2.22, -7.59], [-2.91, -2.84, -1.86]], "e_above_lowest_ev": 0.8508, "gap_ev": 5.17, "charge": -2, "energy_ev": -210029.1110, "e_lumo_ev": 3.48, "homo_energy_ev": -1.6930}


Entry 2:
{"formula": "C41H57AsBrN11O5PSSn", "method": "the ωB97M-V functional and the def2-TZVPD basis", "symbols": ["Sn", "Br", "As", "S", "P", "O", "O", "O", "O", "O", "N", "N", "N", "N", "N", "N", "N", "N", "N", "N", "N", "C", "C", "C", "C", "C", "C", "C", "C", "C", "C", "C", "C", "C", "C", "C", "C", "C", "C", "C", "C", "C", "C", "C", "C", "C", "C", "C", "C", "C", "C", "C", "C", "C", "C", "C", "C", "C", "C", "C", "C", "C", "H", "H", "H", "H", "H", "H", "H", "H", "H", "H", "H", "H", "H", "H", "H", "H", "H", "H", "H", "H", "H", "H", "H", "H", "H", "H", "H", "H", "H", "H", "H", "H", "H", "H", "H", "H", "H", "H", "H", "H", "H", "H", "H", "H", "H", "H", "H", "H", "H", "H", "H", "H", "H", "H", "H", "H", "H"], "positions_angstrom": [[0.96, -0.14, -0.14], [3.10, -4.83, -0.86], [-2.93, -2.29, -1.42], [0.97, -2.76, 4.06], [4.08, 1.03, -1.49], [-0.92, -0.47, 1.84], [2.63, 0.71, -1.25], [0.99, -4.03, 3.40], [2.01, -2.42, 4.97], [2.00, 0.17, 1.63], [-3.51, 3.11, -1.04], [-1.24, -0.16, -2.09], [4.93, -0.38, -1.35], [1.95, 0.35, 3.95], [4.86, 2.03, -0.44], [-0.20, 1.02, -3.96], [0.82, -1.54, 2.90], [4.18, 1.80, -2.93], [0.38, 2.11, 0.10], [-5.44, 2.57, -2.32], [-1.15, 2.39, -5.80], [-5.42, -3.90, -0.92], [3.09, 1.80, -3.91], [-4.29, 3.45, -0.01], [2.00, -0.50, 2.80], [1.02, -3.42, -2.19], [5.02, 1.60, 0.96], [0.51, -4.14, 0.06], [-4.13, 2.71, -2.14], [-2.70, -1.47, 4.05], [-0.85, 2.46, 0.48], [-3.70, 3.94, 1.25], [-4.97, -0.44, -0.61], [4.33, -1.63, -1.80], [-0.86, 0.44, -3.02], [-3.55, -0.87, -0.27], [-0.50, -1.17, 2.75], [1.16, 4.30, 0.60], [-5.68, 3.39, -0.11], [1.37, 3.01, 0.15], [-0.10, 4.64, 1.05], [4.75, 3.49, -0.60], [-1.36, -1.73, 3.83], [3.26, 0.62, 4.51], [-2.57, -2.84, 6.04], [-0.23, -2.85, -2.29], [6.39, -0.40, -1.40], [-1.22, -3.12, 5.81], [-6.21, 2.93, -1.30], [-0.74, 1.75, -4.92], [1.38, -4.06, -1.01], [-3.90, -3.91, -0.91], [-1.14, 3.72, 1.00], [-0.65, -2.53, 4.70], [1.16, 1.56, 3.79], [-3.30, -2.03, 5.17], [-0.77, -3.60, -0.07], [5.47, 2.20, -3.48], [-3.54, -1.98, -3.23], [-2.90, -2.84, -4.31], [-2.43, 4.06, 1.64], [-1.14, -2.95, -1.24], [5.85, 2.15, 1.40], [6.80, 0.53, -1.02], [1.98, 5.00, 0.62], [-3.44, -1.22, 0.76], [2.87, -1.16, 2.92], [-5.83, -3.33, -0.09], [-3.51, 2.48, -3.00], [-4.44, 4.28, 1.96], [3.15, 1.15, 5.46], [6.75, -1.22, -0.77], [5.78, 1.53, -4.29], [3.78, -0.31, 4.72], [5.39, 3.21, -3.89], [4.59, -1.85, -2.84], [3.96, 3.77, -1.30], [-6.31, 3.69, 0.71], [-3.53, -4.19, 0.07], [-1.61, 1.69, 0.44], [-5.84, -3.49, -1.84], [-1.97, -2.41, -4.67], [0.13, 1.33, 3.49], [1.11, 2.07, 4.75], [-5.26, 0.36, 0.07], [-3.25, -0.82, 3.38], [2.16, 1.47, -3.47], [-4.61, -2.18, -3.16], [-5.78, -4.92, -0.83], [4.70, -2.45, -1.18], [-3.42, -0.92, -3.42], [3.89, 1.24, 3.85], [-1.43, -3.66, 0.78], [-0.49, -2.31, -3.19], [5.69, 3.91, -0.97], [-3.58, -2.89, -5.17], [2.95, 2.81, -4.30], [-3.51, -4.66, -1.60], [1.72, -3.35, -3.01], [4.11, 1.77, 1.54], [3.34, 1.15, -4.76], [-3.06, -3.26, 6.91], [3.25, -1.60, -1.71], [-2.85, -0.05, -0.42], [6.24, 2.21, -2.71], [4.54, 3.94, 0.37], [-0.28, 5.63, 1.47], [-2.30, 4.52, 2.62], [6.76, -0.56, -2.42], [-2.70, -3.86, -3.99], [-5.03, -0.03, -1.62], [-7.28, 2.84, -1.43], [2.34, 2.67, -0.17], [-4.34, -1.84, 5.38], [1.58, 2.25, 3.04], [0.80, -4.62, 0.98], [5.25, 0.54, 1.00], [-5.70, -1.23, -0.52], [-0.65, -3.75, 6.48]], "e_above_lowest_ev": 1.3876, "gap_ev": 7.61, "charge": 1, "energy_ev": -226903.1041, "e_lumo_ev": -2.51, "homo_energy_ev": -10.1245}


Entry 3:
{"formula": "C30H45N3O5", "method": "the ωB97M-V functional and the def2-TZVPD basis", "symbols": ["O", "O", "O", "O", "O", "N", "N", "N", "C", "C", "C", "C", "C", "C", "C", "C", "C", "C", "C", "C", "C", "C", "C", "C", "C", "C", "C", "C", "C", "C", "C", "C", "C", "C", "C", "C", "C", "C", "H", "H", "H", "H", "H", "H", "H", "H", "H", "H", "H", "H", "H", "H", "H", "H", "H", "H", "H", "H", "H", "H", "H", "H", "H", "H", "H", "H", "H", "H", "H", "H", "H", "H", "H", "H", "H", "H", "H", "H", "H", "H", "H", "H", "H"], "positions_angstrom": [[3.30, 4.22, -0.42], [0.32, 2.22, 4.09], [1.21, 1.13, 0.23], [1.48, -4.56, -2.64], [-4.27, 3.84, 1.55], [-0.91, -4.49, 3.85], [-3.49, -3.35, -2.43], [2.07, 1.02, -3.61], [-0.65, -3.60, 1.63], [-5.83, 2.60, 2.87], [-0.03, -3.60, 4.30], [2.40, -2.57, -3.57], [3.62, 3.00, 1.59], [0.43, 0.46, -0.42], [-1.61, -1.45, -3.15], [-0.22, 0.43, 5.51], [0.31, -2.73, 2.12], [3.38, 2.67, -2.42], [2.93, 2.96, -4.74], [-5.08, 1.85, 0.55], [2.90, 3.97, 0.69], [-0.27, 1.17, 4.19], [-1.31, -2.80, -3.24], [-2.85, -1.05, -2.72], [3.42, -3.76, -1.54], [2.66, 1.48, -2.50], [-3.77, -2.05, -2.41], [-4.97, 2.86, 1.67], [2.21, 1.78, -4.70], [-1.04, 0.54, 3.06], [-2.27, -3.72, -2.83], [0.61, -2.66, 3.47], [3.59, 3.37, -3.59], [-0.88, 1.03, -0.90], [0.83, -0.89, -0.89], [2.32, -3.70, -2.57], [-1.15, -4.53, 2.52], [1.67, 4.57, 1.31], [1.38, -2.28, -3.82], [1.89, 4.90, 2.33], [0.29, -0.53, 5.39], [3.89, 2.07, 1.09], [1.35, -1.99, 3.87], [-5.19, 2.31, -0.43], [-2.08, 0.87, 3.15], [0.12, -3.72, 5.37], [-0.94, 0.98, -1.99], [-0.70, 0.75, 2.05], [1.73, -1.17, -0.34], [0.23, 1.04, 6.28], [-5.60, 1.59, 3.22], [-5.71, 3.35, 3.64], [-4.79, -1.85, -2.11], [-1.05, -0.54, 3.23], [4.14, 4.30, -3.55], [2.83, -2.93, -4.51], [0.91, 3.81, 1.52], [2.98, 3.58, -5.63], [-1.80, 0.72, -0.42], [-1.84, -5.34, 2.31], [1.16, -0.78, -1.93], [-0.78, 2.11, -0.73], [3.59, -2.78, -1.08], [-3.12, 0.00, -2.67], [-5.88, 1.15, 0.79], [3.10, -4.38, -0.70], [-1.21, 0.12, 5.87], [3.04, 2.71, 2.47], [3.76, 3.05, -1.48], [4.37, -4.14, -1.92], [-6.88, 2.64, 2.60], [-0.33, -3.14, -3.51], [-1.92, -4.75, -2.81], [-4.18, 1.23, 0.61], [0.07, -1.66, -0.84], [-0.83, -0.74, -3.40], [0.82, -1.99, 1.51], [1.23, 5.35, 0.69], [4.57, 3.46, 1.85], [-0.89, -3.68, 0.58], [2.90, -1.68, -3.19], [1.81, 1.40, -5.64], [2.47, 0.92, -1.59]], "e_above_lowest_ev": 0.1641, "gap_ev": 9.75, "energy_ev": -46545.8070, "e_lumo_ev": 0.40, "smiles": "c1ccncc1.c1ccncc1.c1ccncc1.CC(C)=O.CC(C)=O.CC(C)=O.CC(C)=O.CC(C)=O", "homo_energy_ev": -9.3488}